Record 1
Formula: C23H36F9N4O5PZn
Source: the OMol25 dataset
Level of theory: ωB97M-V/def2-TZVPD

Properties
Net charge: 0
Electronic energy: -122805.6424 eV
Strongest force on any atom: 2.575 eV Å⁻¹
ΔE to the lowest compared entry with this formula, charge and spin: 0.231 eV

Geometry (Å):
Zn 0.70861 0.18563 1.02704
C 0.55242 -0.30996 4.10018
C 0.57871 -1.68050 3.42431
N -0.04363 -1.61779 2.10530
C -1.49984 -1.55376 2.15588
C -1.99549 -0.13299 2.14166
C -3.25069 0.24830 2.59756
C -3.62061 1.57726 2.46008
C -2.72040 2.48183 1.92305
C -1.47997 2.01930 1.50316
C -0.43900 2.89566 0.87046
N 0.89887 2.35651 1.07156
C 1.57708 2.81210 2.27560
C 1.05337 2.04596 3.49316
N 1.15708 0.63374 3.18566
N -1.16249 0.74262 1.61220
H -0.47820 -0.00354 4.30239
H 1.08033 -0.37017 5.06345
H 1.61833 -1.97747 3.28758
H 0.07978 -2.42114 4.06456
H 0.23312 -2.43982 1.58113
H -1.88276 -2.02017 1.24604
H -1.90204 -2.09249 3.02580
H -3.91875 -0.46568 3.05344
H -4.60163 1.90175 2.77466
H -2.97057 3.52545 1.82817
H -0.66823 2.86873 -0.20042
H -0.53611 3.93026 1.23163
H 1.47026 2.56095 0.26164
H 2.63759 2.58414 2.15776
H 1.46624 3.89504 2.43342
H 1.62844 2.33244 4.38719
H 0.00099 2.29184 3.66931
H 2.13297 0.38933 3.04818
F 5.23303 -0.13560 -1.07122
C 3.90099 -0.18097 -0.89687
F 3.48189 1.08455 -0.88662
F 3.41388 -0.76874 -1.98760
C 3.48765 -0.90724 0.43003
O 2.63542 -0.21368 1.17515
C 2.91569 -2.29600 0.04241
F 3.75314 -3.05052 -0.67470
F 2.61428 -2.99908 1.15117
F 1.77898 -2.20813 -0.63521
C 4.76860 -1.12176 1.29504
F 5.67610 -1.96102 0.79154
F 4.42995 -1.60273 2.49889
F 5.38701 0.04185 1.51461
C -3.72514 -1.37457 -0.88940
C -2.52393 -1.97092 -1.62828
C -2.37369 -3.46453 -1.30763
C -2.70873 -1.79812 -3.13328
O -1.31807 -1.36385 -1.17552
P -0.85343 0.13988 -1.50475
O -1.89617 1.15242 -1.19865
O 0.47528 0.25600 -0.77340
O -0.52147 0.01584 -3.07276
C 0.05542 1.02723 -3.89358
C 1.50597 0.63564 -4.17612
C 0.01420 2.40036 -3.22949
C -0.75387 1.03140 -5.19604
H -4.62941 -1.92606 -1.13671
H -3.84466 -0.33283 -1.16533
H -3.56955 -1.40987 0.18546
H -3.24599 -4.00794 -1.66022
H -2.26846 -3.63252 -0.23821
H -1.48949 -3.84973 -1.80711
H -3.63073 -2.27913 -3.45635
H -1.86753 -2.24135 -3.65906
H -2.74536 -0.73979 -3.36821
H 2.10424 0.79711 -3.28738
H 1.91492 1.22564 -4.99132
H 1.55114 -0.41731 -4.43597
H 0.59027 2.35395 -2.30747
H -1.01179 2.66527 -2.98886
H 0.45125 3.15104 -3.88637
H -0.65621 0.07232 -5.69684
H -0.40463 1.82034 -5.85705
H -1.80472 1.18980 -4.97347



Record 2
Formula: C23H36FeO21Rb2
Source: the OMol25 dataset
Level of theory: ωB97M-V/def2-TZVPD

Properties
Net charge: 0
Electronic energy: -103124.4144 eV
2S+1: 5
Strongest force on any atom: 9.037 eV Å⁻¹

Geometry (Å):
Fe -2.69159 28.99467 1.95320
Rb -4.75674 24.94885 1.01657
Rb -3.54787 27.44252 -1.95227
O -2.67432 26.97938 1.45295
C -1.36713 26.69474 0.96922
C -0.20940 27.71637 1.33636
O -0.61274 29.10094 1.39361
H -1.30400 26.75484 -0.11729
H -0.98928 25.67567 1.05193
H 0.70922 27.56804 0.76870
H 0.10531 27.41856 2.33655
C -6.83118 28.42953 1.76206
C -7.72119 28.82648 0.76179
C -7.22531 29.58578 -0.51895
O -7.94199 30.04202 -1.51733
C -5.89446 29.85758 -0.69531
C -4.94829 29.64649 0.40275
C -5.46490 28.91601 1.69680
O -4.64680 28.82258 2.51028
O -3.71989 29.88795 0.33299
O -8.89794 28.19432 0.86137
H -7.12129 27.73974 2.54080
H -5.54105 30.21811 -1.65005
C 1.95865 25.30588 4.60145
O 2.02957 25.39454 6.06755
C 1.15714 24.63541 6.82565
O 0.39861 23.73293 6.39648
O 1.40885 24.88350 8.13642
C 0.86261 24.04022 9.14857
H 0.95361 25.63207 4.33387
H 2.02040 24.27022 4.26726
H 2.64828 25.92355 4.02611
H 1.23936 23.02029 9.07182
H -0.22616 23.99679 9.17685
H 1.09629 24.49468 10.11136
C 2.43257 23.61607 0.84767
O 1.63774 23.19708 1.95924
C 0.28311 23.13495 1.81703
O -0.32715 23.39451 0.75949
O -0.17883 22.65616 2.98935
C -1.55396 22.41828 3.12742
H 1.93412 24.03600 -0.02601
H 2.93847 22.71679 0.49631
H 3.25992 24.18310 1.27433
H -2.07265 21.97612 2.27680
H -2.01150 23.40079 3.24341
H -1.72765 21.85310 4.04311
C 0.17107 29.63671 4.72570
O -0.32592 28.42092 5.33995
C -1.52319 27.90843 4.91273
O -2.29758 28.44028 4.07423
O -1.79448 26.70169 5.48031
C -2.86677 25.80616 5.09928
H -0.53165 30.43205 4.47733
H 0.83523 29.28701 3.93533
H 0.91546 30.09549 5.37648
H -2.70758 24.73755 5.24361
H -3.19549 25.96131 4.07166
H -3.72621 26.05793 5.72062
C 2.01826 27.82419 -2.29917
O 2.72934 27.53373 -3.59867
C 3.84698 26.70249 -3.46484
O 4.22787 26.07355 -2.46369
O 4.50149 26.68996 -4.67248
C 5.45244 25.64885 -5.01642
H 1.54173 26.94813 -1.85925
H 1.19285 28.53590 -2.31470
H 2.75656 28.11338 -1.55125
H 5.84452 25.67000 -6.03325
H 4.99226 24.70696 -4.71782
H 6.32936 25.91495 -4.42626
C 4.20412 32.50000 5.45082
O 3.71188 32.66148 4.14552
C 2.44299 32.44375 3.86190
O 1.53513 32.45705 4.72822
O 2.35312 32.27035 2.47470
C 1.08173 32.19911 1.83808
H 3.50134 32.84164 6.21075
H 5.03969 33.18302 5.60378
H 4.40018 31.46101 5.71568
H 0.44625 33.07762 1.94969
H 0.51703 31.44658 2.38844
H 1.33577 31.93926 0.81044



Record 3
Formula: C23H36N4NiO3PS3Se
Source: the OMol25 dataset
Level of theory: ωB97M-V/def2-TZVPD

Properties
Net charge: -2
Electronic energy: -184721.5136 eV
2S+1: 4
Strongest force on any atom: 6.769 eV Å⁻¹
ΔE to the lowest compared entry with this formula, charge and spin: 0.000 eV

Geometry (Å):
Ni -0.20619 0.90683 -1.48394
C 2.43145 6.71386 -2.37940
C 2.52031 5.32500 -1.78498
O 1.34316 4.67897 -2.46107
P 1.39336 3.12784 -2.46456
S -0.36990 2.40186 -3.23674
S 1.44602 2.41101 -0.48713
O 2.63938 2.39990 -3.07633
C 2.94250 2.35124 -4.54364
C 3.27543 3.71112 -5.06057
H 3.05124 7.47271 -1.92617
H 1.40425 7.07807 -2.38099
H 2.73399 6.66314 -3.44871
H 2.41256 5.27321 -0.70206
H 3.44699 4.79964 -2.11927
H 2.06920 1.91720 -5.06720
H 3.77543 1.66534 -4.63598
H 2.43614 4.40349 -4.93716
H 3.49630 3.70056 -6.15044
H 4.11180 4.16002 -4.51344
S -1.64088 -0.45080 -3.18436
C -0.35624 -1.35197 -3.78417
N 0.08326 -2.44511 -3.05035
C 1.15239 -3.20063 -3.43230
C 1.80279 -2.87679 -4.61629
C 1.41283 -1.70832 -5.21577
N 0.32548 -1.00950 -4.85657
H -0.42376 -2.63220 -2.18266
H 1.40285 -4.02091 -2.76946
H 2.61054 -3.50630 -4.99586
H 1.87402 -1.22123 -6.10176
C -3.77309 1.63844 4.06231
C -2.25887 1.50903 3.64491
C -1.79950 1.60743 2.15608
C -2.38781 0.61035 1.13856
N -1.97933 -0.77582 1.29600
C -0.85587 -1.43123 0.70353
Se 1.29341 0.20734 1.17130
N -0.64967 -2.44159 1.62133
C 0.46805 -3.37251 1.70403
C 0.91089 -3.86747 3.08688
C 1.29749 -2.78707 4.14679
C 2.60917 -2.00950 3.96399
C -1.91011 -2.85257 2.11213
C -2.44284 -4.07170 2.50129
C -3.89251 -4.10764 2.42184
C -4.70432 -2.95890 2.30510
C -4.10472 -1.69232 2.19560
C -2.74933 -1.68106 1.94746
H -3.86383 2.00243 5.06461
H -4.33060 0.67474 3.97465
H -4.32042 2.37059 3.42378
H -1.89995 0.55647 4.07736
H -1.75714 2.34746 4.15104
H -0.68282 1.59411 2.02027
H -2.11500 2.57507 1.71447
H -1.91996 0.93195 0.17397
H -3.49264 0.71331 1.03834
H 1.31438 -2.80372 1.26327
H 0.27140 -4.25546 1.05811
H 1.71186 -4.58222 2.83175
H 0.14760 -4.46989 3.65190
H 1.23465 -3.26441 5.13970
H 0.44779 -2.07556 4.17312
H 3.27932 -2.64020 3.33897
H 3.04385 -1.77932 4.92769
H 2.41001 -1.04740 3.41539
H -1.85617 -4.95611 2.80072
H -4.39025 -5.07893 2.44689
H -5.79841 -3.02714 2.32408
H -4.69185 -0.75199 2.29658
O -0.40954 -1.29420 -0.43646